Molecular formula: BH2NO5
Method: DFT, ωB97M-V with the def2-TZVPD basis set

```
9
Properties=species:S:1:pos:R:3:mulliken_charge:R:1
B -0.555 -0.218 -0.164 0.56
N 1.802 0.169 -0.065 1.01
O 1.679 1.325 0.193 -0.50
O 2.754 -0.569 -0.023 -0.52
O -1.050 1.007 0.055 -0.45
O -1.294 -1.328 0.053 -0.43
O 0.730 -0.515 -0.599 -0.31
H -2.016 1.135 -0.052 0.32
H -2.052 -1.006 0.602 0.31
```

The largest force on an atom comes out at 1.78 eV/A. As for the energy above the lowest of the compared OMol25 structures with the same formula, charge and spin: 0.258 eV. The charge is 0. The SMILES is O=[N+]([O-])OB(O)O. For the HOMO energy, the calculation gives -11.6 eV.